# C4H6N2

2 unconnected molecules or ions with the total composition C4H6N2 (ωB97M-V/def2-TZVPD, OMol25).

The geometry in XYZ format:
```
12
Properties=species:S:1:pos:R:3:forces:R:3
N -2.020 0.208 0.225 -0.05 -0.10 -0.19
C -0.777 -0.125 -0.107 0.09 0.17 0.08
C 0.008 1.093 0.035 0.08 -0.19 -0.17
N 1.336 0.584 0.288 0.02 -0.06 -0.08
C 1.340 -0.754 0.068 -0.06 0.08 0.08
C 0.086 -1.253 -0.253 0.02 0.09 0.15
H -1.350 1.378 0.535 0.08 -0.25 -0.07
H -2.810 -0.321 -0.151 0.21 0.11 0.11
H -0.021 1.715 -0.871 -0.04 -0.12 0.18
H 2.168 1.149 0.363 -0.18 -0.21 -0.01
H 2.255 -1.327 0.226 -0.29 0.17 -0.10
H -0.176 -2.302 -0.344 0.11 0.30 0.02
```
Positions in Å, forces in eV/Å.

The value obtained for the energy above the lowest of the compared OMol25 structures with the same formula, charge and spin is 3.734 eV. For the HOMO energy, the calculation gives -7.90 eV. The molar mass comes out at 82.106 g mol⁻¹. The calculation puts the total energy at -7221.857 eV. Its orbital gap is 8.89 eV.

The computed Löwdin charges, all in e, follow: number 1, N, carries 0.04; number 2, C, carries -0.43; number 3, C, carries -0.18; number 4, N, carries -0.01; number 5, C, carries -0.12; number 6, C, carries -0.03; number 7, H, carries 0.19; number 8, H, carries 0.07; number 9, H, carries 0.11; number 10, H, carries 0.13; number 11, H, carries 0.12; number 12, H, carries 0.09

=====

# C4H6N2O

2 unconnected molecules or ions with the total composition C4H6N2O (ωB97M-V/def2-TZVPD, OMol25).

The geometry in XYZ format:
```
13
Properties=species:S:1:pos:R:3:forces:R:3
N 2.043 1.890 -0.838 -0.56 -0.27 0.10
C 1.019 1.415 -0.397 0.44 0.19 -0.07
O -0.287 1.269 -0.566 0.01 0.14 -0.04
C -0.822 -0.038 -0.833 -0.09 -0.17 -0.09
C -1.030 -0.870 0.438 -0.05 0.02 0.02
C 0.147 -1.651 0.834 0.79 -0.54 0.24
N 1.065 -2.293 1.119 -0.88 0.65 -0.27
H 1.897 1.480 0.525 0.10 -0.08 0.13
H 1.141 0.958 1.030 0.00 0.05 -0.11
H -0.199 -0.561 -1.565 -0.05 0.10 0.12
H -1.794 0.175 -1.281 0.13 -0.06 0.05
H -1.322 -0.206 1.258 0.03 -0.11 -0.09
H -1.857 -1.569 0.274 0.14 0.08 0.00
```
Positions in Å, forces in eV/Å.

The value obtained for the energy above the lowest of the compared OMol25 structures with the same formula, charge and spin is 6.203 eV. For the HOMO energy, the calculation gives -9.37 eV. The molar mass comes out at 98.105 g mol⁻¹. The calculation puts the total energy at -9267.299 eV. Its orbital gap is 9.85 eV.

The computed Löwdin charges, all in e, follow: number 1, N, carries 0.14; number 2, C, carries -0.52; number 3, O, carries -0.04; number 4, C, carries -0.16; number 5, C, carries -0.15; number 6, C, carries -0.24; number 7, N, carries 0.15; number 8, H, carries 0.13; number 9, H, carries 0.16; number 10, H, carries 0.14; number 11, H, carries 0.13; number 12, H, carries 0.13; number 13, H, carries 0.13

=====

# C4H6N2O

2 unconnected molecules or ions with the total composition C4H6N2O (ωB97M-V/def2-TZVPD, OMol25).

The geometry in XYZ format:
```
13
Properties=species:S:1:pos:R:3:forces:R:3
C 0.357 1.461 0.271 -0.87 -1.70 1.01
C -1.064 1.137 -0.008 0.89 -2.47 -0.45
C -0.654 -1.185 0.039 -1.92 2.84 0.04
C 0.724 -1.633 -0.174 2.23 1.28 1.41
N 1.308 1.345 -0.574 -0.25 1.42 -0.03
N -2.165 1.635 -0.172 1.68 1.53 0.39
O -1.683 -1.711 0.293 0.99 -0.40 -0.31
H 0.573 1.252 1.367 -0.38 1.07 -0.71
H 1.277 -1.421 -1.069 -0.61 1.00 -0.97
H 0.827 -2.676 -0.154 -0.20 -1.74 0.77
H 1.438 -1.113 0.585 -1.49 -1.08 -0.89
H 2.149 1.587 -0.051 0.31 -0.57 -0.23
H -3.087 1.323 -0.354 -0.38 -1.19 -0.05
```
Positions in Å, forces in eV/Å.

The value obtained for the energy above the lowest of the compared OMol25 structures with the same formula, charge and spin is 5.130 eV. For the HOMO energy, the calculation gives -7.25 eV. The molar mass comes out at 98.105 g mol⁻¹. The calculation puts the total energy at -9268.372 eV. Its orbital gap is 7.62 eV.

The computed Löwdin charges, all in e, follow: number 1, C, carries -0.29; number 2, C, carries -0.17; number 3, C, carries -0.24; number 4, C, carries -0.07; number 5, N, carries 0.05; number 6, N, carries 0.15; number 7, O, carries 0.08; number 8, H, carries 0.13; number 9, H, carries 0.08; number 10, H, carries 0.06; number 11, H, carries 0.12; number 12, H, carries 0.05; number 13, H, carries 0.06

=====

# C4H6N2O

A single C4H6N2O molecule (ωB97M-V/def2-TZVPD, OMol25).

The geometry in XYZ format:
```
13
Properties=species:S:1:pos:R:3:forces:R:3
N -1.855 1.027 -0.556 -0.03 -0.03 0.14
C -0.615 0.506 -0.261 0.13 -0.03 0.19
C 0.451 0.970 0.405 -0.16 -0.07 0.06
C 1.440 -0.170 0.512 0.26 0.15 0.17
N 1.088 -0.998 -0.654 -0.16 -0.30 0.24
C -0.298 -0.929 -0.558 -0.29 -0.29 0.10
O -1.059 -1.866 -0.447 -0.14 0.27 -0.80
H -2.551 0.306 -0.702 0.05 0.09 -0.01
H -2.172 1.745 0.079 -0.03 -0.06 -0.12
H 0.553 1.908 0.936 -0.01 -0.11 -0.12
H 1.132 -0.780 1.378 0.61 0.31 0.26
H 2.498 0.081 0.579 -0.12 0.11 -0.18
H 1.419 -1.954 -0.593 -0.09 -0.04 0.07
```
Positions in Å, forces in eV/Å.

The value obtained for the energy above the lowest of the compared OMol25 structures with the same formula, charge and spin is 1.026 eV. For the HOMO energy, the calculation gives -8.67 eV. The molar mass comes out at 98.105 g mol⁻¹. The calculation puts the total energy at -9272.476 eV. Its orbital gap is 9.69 eV. The SMILES is NC1=CCNC1=O.

The computed Löwdin charges, all in e, follow: number 1, N, carries 0.12; number 2, C, carries -0.28; number 3, C, carries -0.02; number 4, C, carries -0.19; number 5, N, carries 0.06; number 6, C, carries -0.45; number 7, O, carries 0.09; number 8, H, carries 0.10; number 9, H, carries 0.10; number 10, H, carries 0.11; number 11, H, carries 0.12; number 12, H, carries 0.11; number 13, H, carries 0.13

=====

# C4H6N2O

2 unconnected molecules or ions with the total composition C4H6N2O (ωB97M-V/def2-TZVPD, OMol25).

The geometry in XYZ format:
```
13
Properties=species:S:1:pos:R:3:forces:R:3
C 0.393 0.830 0.689 0.05 -0.04 0.00
C 0.984 1.900 -0.018 0.01 0.09 -0.01
N 1.831 1.473 -0.944 -0.16 0.01 0.17
N 1.788 0.138 -0.837 0.03 -0.17 -0.03
C 0.944 -0.300 0.126 0.01 0.07 -0.03
H -0.314 0.875 1.505 0.11 0.00 -0.14
H 0.826 2.964 0.110 0.03 -0.16 -0.02
H 2.363 -0.417 -1.449 -0.10 0.06 0.10
H 0.775 -1.350 0.321 0.06 0.18 -0.03
C -2.301 -1.441 0.065 0.20 -0.26 0.12
O -1.511 -2.265 0.457 -0.40 0.36 -0.18
H -3.378 -1.675 -0.044 0.12 -0.03 0.03
H -1.990 -0.413 -0.201 0.03 -0.12 0.02
```
Positions in Å, forces in eV/Å.

The value obtained for the energy above the lowest of the compared OMol25 structures with the same formula, charge and spin is 2.006 eV. For the HOMO energy, the calculation gives -9.40 eV. The molar mass comes out at 98.105 g mol⁻¹. The calculation puts the total energy at -9271.495 eV. Its orbital gap is 10.10 eV. The SMILES is c1cn[nH]c1.C=O.

The computed Löwdin charges, all in e, follow: number 1, C, carries -0.10; number 2, C, carries -0.18; number 3, N, carries 0.01; number 4, N, carries -0.05; number 5, C, carries -0.13; number 6, H, carries 0.09; number 7, H, carries 0.10; number 8, H, carries 0.15; number 9, H, carries 0.10; number 10, C, carries -0.13; number 11, O, carries -0.02; number 12, H, carries 0.08; number 13, H, carries 0.07

=====

# C4H6N2O

A single C4H6N2O molecule (ωB97M-V/def2-TZVPD, OMol25).

The geometry in XYZ format:
```
13
Properties=species:S:1:pos:R:3:forces:R:3
C -1.991 -0.074 -0.061 -0.22 -0.01 -0.10
C -0.507 -0.025 -0.051 -0.22 0.03 0.00
C 0.416 -0.078 -1.081 0.03 -0.13 0.08
C 1.650 0.048 -0.403 -0.60 0.05 0.94
O 2.963 -0.136 -0.568 0.26 0.07 1.27
N 1.470 0.249 0.892 -0.63 -0.15 0.33
N 0.162 0.096 1.120 -0.70 0.65 -0.25
H -2.411 0.917 0.143 -0.02 -0.13 -0.05
H -2.360 -0.770 0.699 0.01 0.10 -0.13
H -2.344 -0.404 -1.037 -0.06 0.03 0.09
H 0.198 -0.232 -2.129 0.16 -0.01 0.22
H 2.952 -0.101 0.511 2.24 -0.28 -2.42
H -0.197 0.509 1.964 -0.25 -0.21 0.01
```
Positions in Å, forces in eV/Å.

The value obtained for the energy above the lowest of the compared OMol25 structures with the same formula, charge and spin is 2.106 eV. For the HOMO energy, the calculation gives -8.64 eV. The molar mass comes out at 98.105 g mol⁻¹. The calculation puts the total energy at -9271.396 eV. Its orbital gap is 9.49 eV. The SMILES is Cc1cc(O)n[nH]1.

The computed Löwdin charges, all in e, follow: number 1, C, carries -0.03; number 2, C, carries -0.32; number 3, C, carries 0.05; number 4, C, carries -0.44; number 5, O, carries 0.02; number 6, N, carries 0.02; number 7, N, carries 0.02; number 8, H, carries 0.08; number 9, H, carries 0.08; number 10, H, carries 0.08; number 11, H, carries 0.11; number 12, H, carries 0.16; number 13, H, carries 0.16

=====

# C4H6N2O

A single C4H6N2O molecule (ωB97M-V/def2-TZVPD, OMol25).

The geometry in XYZ format:
```
13
Properties=species:S:1:pos:R:3:forces:R:3
O 1.465 2.094 0.753 -0.26 -0.40 -0.10
C 0.880 1.155 0.281 0.33 0.14 0.08
N 1.449 -0.013 -0.280 0.41 0.11 0.39
C 0.480 -1.076 -0.073 0.05 -0.09 0.00
C -0.663 -0.258 -0.599 0.12 -0.20 -0.16
C -1.687 0.277 0.328 -0.08 -0.06 0.06
N -0.509 1.071 -0.040 0.35 0.26 -0.14
H 2.437 -0.190 -0.320 0.12 0.34 0.55
H 0.431 -1.365 0.988 -0.24 -0.03 -0.21
H 0.612 -1.968 -0.690 0.35 0.17 0.06
H -0.426 -0.173 -1.665 -1.77 -0.40 -0.28
H -2.649 0.616 -0.062 0.43 0.33 0.08
H -1.763 -0.114 1.344 0.20 -0.16 -0.33
```
Positions in Å, forces in eV/Å.

The value obtained for the energy above the lowest of the compared OMol25 structures with the same formula, charge and spin is 2.618 eV. For the HOMO energy, the calculation gives -9.46 eV. The molar mass comes out at 98.105 g mol⁻¹. The calculation puts the total energy at -9270.884 eV. Its orbital gap is 10.34 eV. The SMILES is O=C1NC[C@H]2CN12.

The computed Löwdin charges, all in e, follow: number 1, O, carries 0.09; number 2, C, carries -0.49; number 3, N, carries 0.06; number 4, C, carries -0.15; number 5, C, carries -0.27; number 6, C, carries -0.03; number 7, N, carries 0.05; number 8, H, carries 0.13; number 9, H, carries 0.12; number 10, H, carries 0.12; number 11, H, carries 0.15; number 12, H, carries 0.11; number 13, H, carries 0.11

=====

# C4H6N2O

A single C4H6N2O molecule (ωB97M-V/def2-TZVPD, OMol25).

The geometry in XYZ format:
```
13
Properties=species:S:1:pos:R:3:forces:R:3
C 2.167 -0.178 0.125 0.06 0.00 -0.02
C 0.715 -0.043 -0.194 0.06 -0.06 -0.05
N 0.150 -0.311 -1.341 0.12 0.04 0.27
C -1.207 -0.126 -1.156 -0.27 0.01 0.05
C -1.445 0.238 0.136 0.25 -0.09 -0.24
O -2.560 0.474 0.871 -0.15 0.00 -0.11
N -0.222 0.309 0.748 -0.06 -0.02 0.00
H 2.621 -0.818 -0.634 -0.04 0.12 0.10
H 2.311 -0.649 1.104 -0.01 0.08 -0.15
H 2.696 0.782 0.127 -0.12 -0.10 0.00
H -1.923 -0.283 -1.952 0.11 0.01 0.13
H -3.302 0.064 0.410 0.04 0.14 0.12
H -0.061 0.608 1.697 -0.02 -0.13 -0.11
```
Positions in Å, forces in eV/Å.

The value obtained for the energy above the lowest of the compared OMol25 structures with the same formula, charge and spin is 0.578 eV. For the HOMO energy, the calculation gives -8.05 eV. The molar mass comes out at 98.105 g mol⁻¹. The calculation puts the total energy at -9272.924 eV. Its orbital gap is 8.75 eV. The SMILES is Cc1ncc(O)[nH]1.

The computed Löwdin charges, all in e, follow: number 1, C, carries -0.03; number 2, C, carries -0.41; number 3, N, carries 0.09; number 4, C, carries -0.10; number 5, C, carries -0.38; number 6, O, carries 0.07; number 7, N, carries 0.16; number 8, H, carries 0.08; number 9, H, carries 0.07; number 10, H, carries 0.08; number 11, H, carries 0.10; number 12, H, carries 0.11; number 13, H, carries 0.16

=====

# C4H6N2O

2 unconnected molecules or ions with the total composition C4H6N2O (ωB97M-V/def2-TZVPD, OMol25).

The geometry in XYZ format:
```
13
Properties=species:S:1:pos:R:3:forces:R:3
C -2.024 -0.185 -0.325 -0.08 -0.12 -0.12
O -1.206 0.766 -0.183 0.12 0.06 -0.05
C 0.144 0.558 -0.242 -0.03 -0.13 0.00
C 1.143 1.533 -0.281 0.00 0.12 0.02
N 2.312 0.886 -0.284 -0.18 -0.02 0.02
C 1.959 -0.427 -0.240 0.19 -0.17 -0.05
N 0.657 -0.693 -0.231 0.08 0.25 -0.13
H -3.060 0.041 -0.103 0.12 0.07 -0.15
H -1.356 -1.353 1.680 0.07 -0.07 0.18
H -1.655 -1.155 -0.643 -0.06 0.10 0.09
H 1.055 2.612 -0.332 -0.02 -0.17 0.07
H 2.701 -1.217 -0.188 -0.09 0.14 -0.07
H -0.671 -1.366 1.373 -0.13 -0.06 0.19
```
Positions in Å, forces in eV/Å.

The value obtained for the energy above the lowest of the compared OMol25 structures with the same formula, charge and spin is 4.672 eV. For the HOMO energy (alpha / beta), the calculation gives -8.20 / -8.41 eV. The molar mass comes out at 98.105 g mol⁻¹. The calculation puts the total energy at -9268.830 eV. Its orbital gap (alpha / beta) is 6.56 / 7.29 eV.

The computed Löwdin charges, all in e, follow: number 1, C, carries 0.04; number 2, O, carries 0.05; number 3, C, carries -0.39; number 4, C, carries -0.10; number 5, N, carries 0.04; number 6, C, carries -0.24; number 7, N, carries 0.06; number 8, H, carries 0.11; number 9, H, carries 0.07; number 10, H, carries 0.10; number 11, H, carries 0.11; number 12, H, carries 0.10; number 13, H, carries 0.06

=====

# C4H6N2O

A single C4H6N2O molecule (ωB97M-V/def2-TZVPD, OMol25).

The geometry in XYZ format:
```
13
Properties=species:S:1:pos:R:3:forces:R:3
N 0.452 -1.621 -1.555 0.12 0.06 -0.01
C 0.153 -0.554 -0.687 -0.05 0.22 0.04
C -0.302 0.681 -1.041 -0.04 0.08 -0.21
N -0.519 1.420 0.120 0.06 -0.44 0.48
C -0.230 0.619 1.192 0.00 0.04 -0.33
O -0.400 1.117 2.446 0.00 -0.11 -0.08
C 0.217 -0.601 0.748 -0.08 0.05 -0.05
H 0.556 -1.296 -2.509 0.01 -0.13 0.10
H 1.293 -2.107 -1.276 0.00 -0.03 -0.05
H -0.460 1.155 -1.997 0.00 -0.22 -0.01
H -1.164 2.189 0.128 0.12 0.13 0.33
H -0.142 0.435 3.080 -0.08 0.15 -0.15
H 0.546 -1.439 1.351 -0.06 0.20 -0.06
```
Positions in Å, forces in eV/Å.

The value obtained for the energy above the lowest of the compared OMol25 structures with the same formula, charge and spin is 0.985 eV. For the HOMO energy, the calculation gives -7.30 eV. The molar mass comes out at 98.105 g mol⁻¹. The calculation puts the total energy at -9272.516 eV. Its orbital gap is 8.15 eV. The SMILES is Nc1c[nH]c(O)c1.

The computed Löwdin charges, all in e, follow: number 1, N, carries 0.07; number 2, C, carries -0.36; number 3, C, carries -0.10; number 4, N, carries 0.07; number 5, C, carries -0.39; number 6, O, carries 0.07; number 7, C, carries 0.01; number 8, H, carries 0.08; number 9, H, carries 0.08; number 10, H, carries 0.11; number 11, H, carries 0.15; number 12, H, carries 0.11; number 13, H, carries 0.10